# 1
{"formula": "C5H15N2", "method": "wB97M-V/def2-TZVPD", "charge": 2, "spin_multiplicity": 2, "e_above_lowest_ev": 2.560, "e_homo_ev": [-19.9, -19.8], "species": ["N", "C", "C", "C", "C", "C", "N", "H", "H", "H", "H", "H", "H", "H", "H", "H", "H", "H", "H", "H", "H", "H"], "coordinates": [[0.8088, -0.0326, -1.6162], [0.0984, -0.4230, -0.4398], [-1.3052, 0.2166, -0.1574], [-1.2689, 1.8054, -0.0814], [-2.1703, -0.5083, 0.8836], [0.9675, -0.3838, 0.8213], [2.5057, -0.7099, 0.4874], [2.5794, -0.8620, -0.5201], [0.1328, 0.1218, -2.3741], [1.2856, 0.8519, -1.3916], [-0.1691, -1.5083, -0.5691], [-1.8563, 0.0236, -1.0962], [-2.0077, 2.1996, 0.6194], [-0.2315, 2.0619, 0.1812], [-1.5502, 2.1307, -1.0808], [-2.2128, -1.6046, 0.8901], [-1.9088, -0.1175, 1.8664], [-3.1926, -0.2823, 0.5791], [1.0656, 0.5668, 1.3507], [0.8060, -1.1954, 1.5191], [2.7512, -1.4457, 1.1509], [3.1706, 0.0496, 0.6751]], "mulliken_charge": [-0.3704, -0.0984, 0.4675, -1.1073, -1.5609, -0.8322, -0.2982, 0.3701, 0.3913, 0.3349, 0.4487, 0.4368, 0.3703, 0.3292, 0.3421, 0.4041, 0.4426, 0.4307, 0.3188, 0.4469, 0.3740, 0.3593]}

***

# 2
{"formula": "C17H18Cl2N", "method": "wB97M-V/def2-TZVPD", "charge": 1, "smiles": "C[NH+](C)[C@H](/C=C/c1ccc(Cl)cc1)c1ccc(Cl)cc1", "e_homo_ev": -11.3, "species": ["C", "N", "C", "C", "C", "C", "C", "C", "C", "C", "Cl", "C", "C", "C", "C", "C", "C", "Cl", "C", "C", "H", "H", "H", "H", "H", "H", "H", "H", "H", "H", "H", "H", "H", "H", "H", "H", "H", "H"], "coordinates": [[-0.2875, -2.6602, 5.0232], [-1.4501, -1.9866, 4.3718], [-2.6843, -2.6499, 4.9163], [-1.2922, -1.7359, 2.8069], [0.0062, -0.9383, 2.5827], [1.2309, -1.5187, 2.5311], [2.4933, -0.8328, 2.3000], [3.6720, -1.5973, 2.1543], [4.9069, -0.9972, 2.0155], [4.9908, 0.4091, 2.0211], [6.5105, 1.1749, 1.8310], [3.8266, 1.2028, 2.0751], [2.5790, 0.5776, 2.2068], [-2.5229, -0.8894, 2.4151], [-3.6952, -1.6206, 2.2326], [-4.9295, -1.0085, 2.0920], [-4.9856, 0.3913, 2.0497], [-6.5124, 1.1565, 1.8236], [-3.8298, 1.1818, 2.2163], [-2.5826, 0.5280, 2.4190], [0.6405, -2.1194, 4.7783], [-0.4299, -2.6549, 6.1254], [-0.2327, -3.7181, 4.6950], [-1.4762, -1.0040, 4.6926], [-3.5706, -2.0513, 4.7254], [-2.8049, -3.6766, 4.5477], [-2.5945, -2.7244, 6.0180], [-1.2537, -2.6271, 2.2137], [-0.0751, 0.1231, 2.2990], [1.2786, -2.6001, 2.6724], [3.5861, -2.6818, 2.2042], [5.8188, -1.5865, 1.9330], [3.8943, 2.2978, 2.0361], [1.6803, 1.1942, 2.3070], [-3.6117, -2.7008, 2.2659], [-5.8237, -1.6076, 2.0151], [-3.8953, 2.2703, 2.1962], [-1.7142, 1.1626, 2.6188]], "mulliken_charge": [-0.9588, -0.0326, -0.9266, 0.7450, -0.9735, -0.2968, 0.6175, -0.4519, -0.6807, 0.4030, -0.1755, -0.7786, -0.3828, 0.0909, -0.3819, -0.8024, 0.3758, -0.1722, -0.9385, -0.2508, 0.4527, 0.3644, 0.3726, 0.4723, 0.3874, 0.3805, 0.3618, 0.5728, 0.0650, 0.4373, 0.3409, 0.4002, 0.3796, 0.3295, 0.4700, 0.4380, 0.4088, 0.3376]}

***

# 3
{"formula": "C29H48Cl2IrNP", "method": "wB97M-V/def2-TZVPD", "charge": -2, "spin_multiplicity": 6, "e_above_lowest_ev": 0.452, "e_homo_ev": [1.7, -0.9], "species": ["P", "C", "C", "C", "C", "C", "C", "C", "C", "C", "C", "C", "C", "C", "C", "C", "C", "C", "C", "H", "H", "H", "H", "H", "H", "H", "H", "H", "H", "H", "H", "H", "H", "H", "H", "H", "H", "H", "H", "H", "H", "H", "H", "H", "H", "H", "H", "H", "H", "H", "H", "H", "Ir", "Cl", "Cl", "C", "H", "C", "C", "C", "C", "C", "C", "H", "H", "H", "H", "H", "C", "C", "C", "C", "N", "H", "H", "H", "H", "H", "H", "H", "H", "H"], "coordinates": [[-0.5110, 0.9995, 0.3145], [-1.9114, 2.0030, -0.6326], [-2.1160, 3.5147, -0.3976], [-3.3109, 4.1074, -1.1773], [-3.4479, 3.6525, -2.6396], [-3.1474, 2.1636, -2.8631], [-1.8788, 1.6966, -2.1302], [1.0672, 1.6749, -0.5512], [1.0581, 3.1511, -0.9504], [2.4074, 3.5905, -1.5355], [2.8837, 2.7086, -2.6969], [2.7329, 1.2024, -2.4378], [1.4075, 0.8202, -1.7704], [-0.4277, 2.1260, 1.8130], [-1.7232, 2.0583, 2.6335], [-1.7357, 3.3060, 3.5172], [-0.4889, 3.3948, 4.4154], [0.8489, 3.1365, 3.6975], [0.7611, 1.9405, 2.7603], [-2.7944, 1.4999, -0.1947], [-1.2081, 4.0692, -0.6752], [-2.2891, 3.7204, 0.6716], [-3.2411, 5.2064, -1.1460], [-4.2353, 3.8426, -0.6386], [-4.4825, 3.8517, -2.9515], [-2.8061, 4.2695, -3.2910], [-3.9992, 1.5687, -2.5071], [-3.0475, 1.9713, -3.9377], [-1.7508, 0.6210, -2.2927], [-1.0161, 2.2009, -2.5863], [1.8353, 1.5176, 0.2248], [3.1621, 3.5715, -0.7361], [0.8024, 3.7959, -0.0958], [0.2785, 3.2919, -1.7137], [2.3278, 4.6334, -1.8715], [3.9396, 2.9294, -2.8948], [2.3414, 2.9803, -3.6160], [2.8250, 0.6695, -3.3915], [3.5667, 0.8547, -1.8099], [1.4451, -0.2307, -1.4851], [0.6017, 0.9095, -2.5132], [-0.3418, 3.1427, 1.3933], [-2.6186, 2.0176, 1.9940], [-1.7278, 1.1399, 3.2381], [-1.7873, 4.1970, 2.8674], [-2.6376, 3.3256, 4.1387], [-0.5949, 2.6460, 5.2139], [-0.4578, 4.3734, 4.9124], [1.6252, 2.9543, 4.4503], [1.1686, 4.0211, 3.1262], [1.7024, 1.7658, 2.2234], [0.5916, 1.0498, 3.3765], [0.2034, -2.8977, 1.2287], [2.5868, -3.0588, 1.3737], [0.1498, -1.0171, 2.5351], [-0.1999, -3.6404, -0.5013], [-1.0245, -4.3801, -0.5145], [1.6262, -2.6566, -4.2015], [0.6643, -3.6825, -4.1655], [0.1284, -4.1174, -2.9602], [0.4981, -3.4553, -1.7464], [1.5613, -2.5243, -1.7866], [2.1129, -2.1330, -3.0016], [2.0049, -2.2729, -5.1508], [0.3298, -4.1269, -5.1053], [-0.6108, -4.9246, -2.9155], [1.9230, -2.1339, -0.8306], [2.9182, -1.3989, -3.0035], [-0.8496, -6.6275, 2.9484], [0.3135, -5.8446, 2.3483], [1.4495, -5.8756, 3.3476], [0.6538, -6.4362, 0.9981], [-0.0634, -4.3980, 2.1575], [-0.5056, -7.6589, 3.0965], [-1.7194, -6.6533, 2.2849], [-1.1534, -6.2261, 3.9170], [1.7748, -6.9133, 3.4941], [2.3000, -5.2809, 3.0008], [1.0857, -5.4868, 4.3058], [-0.2522, -6.4928, 0.3845], [1.4167, -5.8524, 0.4799], [1.0319, -7.4583, 1.1313]], "mulliken_charge": [0.2833, -0.2529, 0.4204, -0.9844, -0.6169, -1.0415, -0.8069, 0.8450, -0.5544, -1.1501, -0.8399, -0.7717, 0.8345, 0.2667, -0.9132, -0.6604, -0.7826, -0.7723, -0.7687, 0.6294, 0.0060, -0.3843, 0.3344, 0.3276, 0.3665, 0.3125, 0.4046, 0.3875, 0.4500, 0.1185, 0.5018, 0.3772, 0.1232, -0.0155, 0.4247, 0.3902, 0.2801, 0.4327, 0.3635, -1.4461, 0.2894, 0.0169, 0.3869, 0.4340, 0.2482, 0.4141, 0.2919, 0.3757, 0.4164, 0.3264, 0.3423, 0.3085, 0.2155, -0.6449, -0.4431, -1.7498, 0.2141, -0.7742, -0.2992, -0.6962, 1.8624, -0.2873, -0.4186, 0.3116, 0.3214, 0.3186, -0.2006, 0.5577, -1.8040, 1.9570, -1.6861, -1.5660, -0.4076, 0.3703, 0.3542, 0.3941, 0.3762, 0.3059, 0.3855, 0.3535, 0.2485, 0.4615]}

***

# 4
{"formula": "C34H37AsF3N6O2SSr", "method": "wB97M-V/def2-TZVPD", "charge": -1, "e_above_lowest_ev": 0.000, "e_homo_ev": -4.4, "species": ["Sr", "O", "C", "C", "C", "C", "C", "C", "C", "N", "C", "C", "N", "C", "C", "C", "C", "C", "C", "C", "O", "H", "H", "H", "H", "H", "H", "H", "H", "H", "H", "H", "H", "H", "H", "F", "C", "F", "F", "C", "C", "C", "C", "N", "C", "S", "H", "H", "H", "C", "N", "C", "C", "N", "C", "H", "H", "H", "H", "H", "H", "C", "As", "C", "C", "H", "H", "H", "H", "H", "H", "H", "H", "H", "C", "C", "C", "N", "C", "C", "H", "H", "H", "H", "H"], "coordinates": [[-0.2423, 0.1437, -0.1035], [-0.2851, 1.7964, 1.5468], [0.4687, 2.4859, 2.3057], [0.1133, 3.8067, 2.7099], [0.9188, 4.5429, 3.5450], [2.1289, 4.0341, 4.0401], [2.5035, 2.7657, 3.6465], [1.7199, 1.9854, 2.7889], [2.2796, 0.6953, 2.3868], [1.8141, -0.1372, 1.5409], [2.6611, -1.2850, 1.2383], [3.6560, -1.0081, 0.0839], [3.3345, 0.1446, -0.7645], [2.9525, -0.0570, -1.9583], [2.6442, -1.3583, -2.6213], [3.3722, -1.8095, -3.7137], [3.1084, -3.0421, -4.2989], [2.0817, -3.8214, -3.7601], [1.3220, -3.3784, -2.6941], [1.5566, -2.1113, -2.1035], [0.8026, -1.6229, -1.1850], [-0.8231, 4.1956, 2.3272], [0.6049, 5.5442, 3.8240], [2.7547, 4.6206, 4.6993], [3.4441, 2.3474, 3.9958], [3.2363, 0.4671, 2.8836], [2.0281, -2.1242, 0.9517], [3.2298, -1.5827, 2.1294], [3.7746, -1.9221, -0.5051], [4.6263, -0.7685, 0.5271], [2.8121, 0.8455, -2.5642], [4.1697, -1.1846, -4.1064], [3.6855, -3.3905, -5.1451], [1.8594, -4.7900, -4.1966], [0.4997, -3.9694, -2.3070], [-4.1614, 4.1602, -2.4072], [-3.3982, 4.7640, -1.4869], [-4.0122, 4.6249, -0.3060], [-3.4587, 6.0895, -1.7791], [-1.9762, 4.2628, -1.4807], [-0.9631, 5.1582, -1.7480], [0.3585, 4.7342, -1.7548], [0.5774, 3.3927, -1.5167], [-0.3921, 2.5122, -1.2881], [-1.6870, 2.9005, -1.2141], [-2.8834, 1.6865, -0.8057], [-1.2037, 6.1943, -1.9420], [1.1837, 5.4077, -1.9346], [1.5872, 2.9889, -1.5111], [-4.6966, -3.1066, -2.8641], [-3.6561, -2.9478, -1.8713], [-2.8963, -3.9412, -1.2903], [-1.9951, -3.2976, -0.4975], [-2.1720, -1.9394, -0.5828], [-3.1698, -1.7695, -1.4138], [-5.2846, -3.9945, -2.6369], [-4.2782, -3.1975, -3.8670], [-5.3542, -2.2402, -2.8293], [-3.0669, -4.9841, -1.4956], [-1.2162, -3.7288, 0.1101], [-3.5651, -0.8124, -1.7272], [-0.4512, -1.2150, -5.0762], [-0.6256, 0.2722, -3.8138], [-2.3644, 0.9160, -4.4523], [0.4762, 1.5730, -4.7840], [-0.7524, -0.8994, -6.0775], [-1.0851, -2.0343, -4.7353], [0.5804, -1.5696, -5.0818], [-2.2955, 1.1947, -5.5058], [-2.7012, 1.7506, -3.8397], [-3.0886, 0.1066, -4.3412], [0.1722, 1.6260, -5.8307], [1.5236, 1.2755, -4.7230], [0.3539, 2.5460, -4.3081], [-2.9108, -1.4964, 4.5359], [-1.8719, -2.3317, 4.1582], [-1.1302, -1.9885, 3.0374], [-1.3606, -0.8999, 2.3122], [-2.3554, -0.0935, 2.6866], [-3.1581, -0.3582, 3.7874], [-3.5160, -1.7275, 5.4044], [-1.6308, -3.2298, 4.7112], [-0.3066, -2.6154, 2.7086], [-2.4960, 0.7964, 2.0812], [-3.9530, 0.3296, 4.0424]], "mulliken_charge": [1.2131, 0.4594, -0.2318, -0.9491, -0.4685, -0.8479, -0.6697, 0.9528, -0.8852, 0.9845, -1.3541, -0.5965, -0.4504, -0.5654, 0.8153, -0.4760, -0.8255, -0.4246, -0.9011, -0.3477, 0.3099, 0.4537, 0.3808, 0.3726, 0.3128, 0.0408, 0.1032, 0.6390, 0.3047, 0.5315, 0.3446, 0.4059, 0.3353, 0.3534, 0.2554, -0.2335, 0.3563, -0.2368, -0.3445, -0.3113, -0.1757, -0.9969, -0.7349, 0.7346, 0.3525, -0.4160, 0.4797, 0.4511, 0.3997, -0.9551, 0.2037, -0.5909, -0.7994, 0.6262, -0.6720, 0.3452, 0.2856, 0.3373, 0.4499, 0.4187, 0.2702, -1.1977, 0.9431, -1.1097, -1.2966, 0.4550, 0.2442, 0.2597, 0.4370, 0.1621, 0.2694, 0.4760, 0.3041, 0.3082, -0.1517, -0.9496, -0.2724, 0.5077, -0.2127, -1.0681, 0.3644, 0.4087, 0.4759, 0.3818, 0.4420]}